The following is a DFT calculation (ωB97M-V/def2-TZVPD) of a molecular structure, C22H33CaF2N2O10S2V.

```
73
Properties=species:S:1:pos:R:3:forces:R:3
C -1.3354 0.6254 -1.3749 -0.343 -0.457 0.890
C -1.9918 2.0602 -1.0467 -0.105 0.262 -0.942
C -0.9185 3.2411 -0.7980 -0.708 -0.341 -0.208
C 0.1376 2.9051 0.3957 -2.009 0.482 0.142
C -0.0973 3.9184 1.6601 0.022 -0.644 0.361
S 1.8670 3.1145 -0.2318 1.605 6.296 0.212
O 2.9115 3.3230 0.8320 -2.490 -2.385 -1.911
O 1.8514 4.3846 -1.0804 -0.598 -4.204 1.524
N 2.1899 1.8148 -1.3298 1.187 -1.691 2.449
S 2.9213 0.4734 -0.5658 2.351 -3.189 -3.480
O 2.4041 -0.7633 -1.3053 0.243 3.402 1.952
O 4.4276 0.4660 -0.7967 -4.271 1.019 1.187
C 2.4675 0.2334 1.2114 0.353 -0.350 2.170
C 2.7317 -1.3119 1.6560 2.887 -2.031 -1.377
O 3.7604 -1.9227 1.2877 -4.832 2.503 1.727
O 1.7072 -1.9161 2.4774 2.131 2.629 -1.033
H -1.9353 -0.1569 -0.7646 0.996 1.043 -1.227
H -1.3757 0.3459 -2.4962 0.174 0.578 1.900
H -0.2466 0.5172 -0.9907 -1.686 0.274 -0.831
H -2.7862 1.9861 -0.2070 1.567 0.115 -1.178
H -2.5743 2.3720 -1.9991 1.098 -0.472 2.040
H -1.5090 4.1853 -0.5095 1.112 -1.401 -0.431
H -0.4185 3.4559 -1.8013 -0.413 -0.270 1.523
H -0.1267 1.8529 0.7565 1.019 1.294 -0.603
H 0.8940 4.2339 2.1436 -1.572 -0.433 -0.689
H -0.7362 4.8230 1.3842 1.228 -1.248 0.116
H -0.7216 3.3082 2.4181 1.144 1.010 -1.099
H 3.1875 0.8719 1.8575 -1.175 -0.826 -1.246
H 1.3885 0.4870 1.4795 1.448 -0.045 -0.918
H 1.4435 -1.1656 3.0729 -0.170 -1.090 -0.449
O 3.1839 5.8547 -3.1580 0.143 -0.215 0.063
H 2.7878 5.1747 -2.5946 0.025 0.208 -0.036
H 4.1045 5.8914 -2.8696 -0.126 0.089 -0.094
C 0.1647 -6.4812 -0.7625 -0.224 0.054 0.085
C -0.2193 -5.2914 0.0728 -0.245 -0.252 -0.111
O -1.3910 -4.9859 0.2768 0.155 0.212 -0.085
N 0.7797 -4.5377 0.6154 -0.243 -0.045 -0.126
C 2.2062 -4.7261 0.4965 -0.222 0.150 0.142
H -0.7370 -6.9805 -1.1211 0.236 0.108 0.093
H 0.7491 -6.1600 -1.6276 0.121 -0.155 0.084
H 0.7350 -7.1930 -0.1619 0.109 0.036 -0.167
H 0.4421 -3.7570 1.1644 0.111 -0.060 0.028
H 2.6189 -4.8535 1.5003 0.240 0.045 -0.107
H 2.6328 -3.8249 0.0480 0.252 -0.087 0.030
H 2.4590 -5.5907 -0.1133 -0.160 0.085 0.068
F 0.3652 0.0124 6.7646 0.129 -0.138 -0.039
C 1.2670 -0.9711 6.8227 0.199 -0.234 0.029
C 1.1181 -2.0818 6.0006 -0.058 -0.255 -0.356
C 2.0579 -3.1023 6.0565 -0.166 0.279 0.005
C 3.1342 -3.0088 6.9425 0.122 -0.129 -0.006
C 3.2709 -1.8909 7.7670 -0.259 0.221 -0.073
C 2.3376 -0.8651 7.7037 0.354 0.092 0.322
H 0.2714 -2.1398 5.3259 -0.026 -0.002 0.108
H 1.9559 -3.9703 5.4141 -0.020 0.100 0.088
H 3.8660 -3.8088 6.9890 -0.098 0.101 0.007
H 4.1049 -1.8225 8.4569 -0.113 0.020 -0.085
H 2.4323 0.0142 8.3298 -0.064 -0.053 -0.037
O -4.8201 -7.4361 -3.7440 0.077 2.994 -0.946
V -3.2141 -7.8827 -3.1806 4.293 -1.534 1.623
O -1.6265 -8.3105 -2.6268 -4.002 1.228 -1.482
F -3.7847 2.6389 -3.4426 -0.223 -0.104 -0.202
C -4.0640 3.4792 -4.4546 -0.221 0.632 -0.738
C -5.3360 4.0256 -4.5549 -0.256 -0.009 0.144
C -5.6228 4.8978 -5.5977 0.221 -0.169 0.088
C -4.6377 5.2070 -6.5364 -0.029 0.055 -0.065
C -3.3653 4.6482 -6.4281 -0.105 -0.099 0.184
C -3.0745 3.7844 -5.3793 0.257 -0.087 -0.042
H -6.0904 3.7672 -3.8208 0.068 0.025 -0.016
H -6.6109 5.3369 -5.6817 0.110 -0.074 0.037
H -4.8639 5.8850 -7.3529 0.038 -0.082 0.108
H -2.6021 4.8867 -7.1611 -0.067 -0.028 0.122
H -2.0881 3.3476 -5.2742 -0.052 0.021 0.006
Ca -4.4141 -4.9419 -4.4382 -0.472 -2.779 0.781
```
Positions in Å, forces in eV/Å.

Computed properties:
Highest occupied orbital energy in Ha: -0.4749
HOMO-LUMO gap in eV: 1.479
Total charge: +2

***

The following is a DFT calculation (ωB97M-V/def2-TZVPD) of a gas-phase ion, C15H10BCl5NO3S (charge -1).

```
36
Properties=species:S:1:pos:R:3:forces:R:3
Cl 2.8319 1.8731 1.3252 -0.149 -0.357 0.269
B 2.1202 0.2071 1.8372 0.569 0.035 -0.644
Cl 1.7885 -0.7822 0.1943 -0.037 0.194 0.567
Cl 3.4018 -0.7893 2.8409 0.007 0.012 -0.145
O 0.9642 0.4123 2.6124 -0.619 0.080 0.031
C 0.0258 -0.6180 2.7806 0.299 0.539 -0.775
C -1.2703 -0.2072 2.0111 0.396 0.139 0.015
C -2.0558 -1.2167 1.4398 -0.215 0.446 0.466
C -3.2002 -0.9128 0.6991 0.217 0.104 0.112
C -3.5764 0.4193 0.5116 1.444 -0.540 0.880
Cl -5.1140 0.7571 -0.1727 -0.346 0.285 -0.367
C -2.6900 1.4293 0.9048 0.097 -0.399 -0.241
C -1.4862 1.1143 1.5661 -0.744 -0.222 0.292
H 0.3244 -1.4997 2.2081 0.323 -0.239 0.088
H -1.7413 -2.2453 1.6047 -0.276 0.072 -0.099
H -3.7846 -1.6984 0.2402 -0.091 -0.049 0.147
H -2.9416 2.4473 0.6249 0.209 -0.019 0.145
H -0.7401 1.8994 1.7122 -0.304 -0.361 0.322
N -0.0676 -3.7694 12.0626 -0.126 1.210 -1.987
C -0.1186 -3.1721 11.0592 0.058 -1.055 1.747
C -0.1597 -2.4493 9.8095 0.062 0.177 -0.472
C -1.2624 -2.5482 8.9567 -0.210 0.025 -0.071
C -1.2820 -1.8739 7.7345 0.017 0.038 0.142
C -0.1847 -1.0971 7.3549 0.033 -0.396 -0.296
S -0.2289 -0.1334 5.7793 0.165 1.236 -1.214
C 0.2666 -1.1351 4.2386 0.473 0.846 1.571
Cl -0.2954 -2.7548 4.5827 -0.325 -0.750 -0.333
O -1.5934 0.2558 5.5236 -0.146 -0.233 0.629
O 0.7969 0.8759 5.9464 -0.437 -0.627 0.148
C 0.9237 -0.9894 8.1997 -0.200 -0.058 -0.014
C 0.9254 -1.6620 9.4248 0.196 0.184 -0.081
H -2.1083 -3.1523 9.2759 0.096 0.117 -0.188
H -2.1567 -1.9338 7.0875 0.262 0.013 0.130
H 1.3612 -1.0825 4.3859 -0.424 -0.368 -0.518
H 1.7681 -0.3670 7.9171 -0.167 -0.098 -0.040
H 1.7736 -1.5755 10.1004 -0.108 0.020 -0.216
```
Positions in Å, forces in eV/Å.

Computed properties:
Highest occupied orbital energy in Ha: -0.2395
Energy relative to the best compared isomer or geometry (same formula, charge and spin) in kJ/mol: 59.65
HOMO-LUMO gap in eV: 7.852
Total charge: -1

***

The following is a DFT calculation (ωB97M-V/def2-TZVPD) of 4 unconnected molecules or ions with the total composition C6H18ClO6.

```
31
Properties=species:S:1:pos:R:3:forces:R:3
Cl -0.3927 -2.0688 -0.7644 -0.124 -0.173 0.098
C -2.7066 1.7339 -0.0849 0.171 2.714 -0.400
C -2.3284 0.7784 1.0146 1.487 0.147 0.219
O -2.7878 -0.4993 0.7176 -0.648 -0.935 -0.237
O -4.1511 1.9623 -0.0494 2.162 2.252 0.215
H -2.3905 1.4061 -1.1060 -0.338 -0.211 0.750
H -2.1944 2.7864 0.0166 -1.135 -1.960 0.160
H -2.7348 1.1343 1.9671 -0.339 -0.150 -0.165
H -1.2357 0.6939 1.2017 -0.273 0.538 -0.391
H -2.1348 -0.9249 0.1193 -0.198 -0.016 0.356
H -4.5217 1.1390 -0.2111 -1.186 -2.527 -0.410
C 1.2503 0.9425 -2.1685 -0.572 1.038 -0.929
C 1.0362 2.4282 -1.7996 -1.063 -0.520 0.860
O 0.0623 2.5675 -0.7106 1.826 0.534 -0.843
O -0.0760 0.4822 -2.3212 -0.197 -1.028 0.139
H 1.8277 0.3749 -1.4308 -0.191 0.202 0.014
H 1.7713 0.9099 -3.1667 -0.194 -0.053 0.828
H 0.6244 2.9880 -2.6594 0.524 -0.216 0.188
H 1.9466 2.8091 -1.4058 0.862 0.805 -0.030
H -0.4674 1.7952 -0.8420 -0.786 -0.916 -0.113
H -0.1905 -0.3969 -1.8699 0.142 0.429 -0.341
C 2.4932 -1.5961 1.7254 0.191 -0.372 -0.395
C 2.0617 -3.0370 1.8508 0.051 -0.606 0.498
O 0.6772 -3.3023 2.0208 0.188 0.259 -0.330
O 2.3186 -1.0527 0.4555 0.491 0.493 -0.432
H 3.5717 -1.5645 1.8752 0.124 0.026 0.486
H 1.9714 -1.0058 2.4650 -0.106 0.275 0.551
H 2.5198 -3.3821 2.7727 0.093 -0.225 0.328
H 2.5140 -3.6486 1.0572 -0.205 0.188 -0.181
H 0.2004 -3.1071 1.1911 0.166 0.115 0.092
H 1.4654 -1.3455 0.1398 -0.922 -0.108 -0.582
```
Positions in Å, forces in eV/Å.

Computed properties:
Highest occupied orbital energy in Ha: -0.2332
Energy relative to the best compared isomer or geometry (same formula, charge and spin) in kJ/mol: 0.00
HOMO-LUMO gap in eV: 9.804
Total charge: -1

***

The following is a DFT calculation (ωB97M-V/def2-TZVPD) of a molecular structure, C7H7BeO6S.

```
22
Properties=species:S:1:pos:R:3:forces:R:3
O 0.9665 -0.4735 -3.3290 -0.677 -1.143 2.903
C 0.2313 -0.6006 -2.3963 0.463 1.344 -5.466
Be -0.4360 -1.2985 -0.7739 -0.225 -0.650 0.010
O -1.7076 0.8149 -2.1222 0.511 -0.702 0.147
C -0.9355 -0.0697 -1.8275 -0.558 1.914 0.107
C -1.5707 -1.3156 0.3877 -3.243 0.068 5.839
O -2.1582 -1.1861 1.3739 1.846 -0.408 -4.075
C 1.0007 -1.6642 -0.0014 5.318 -1.948 3.862
O 1.9022 -2.1113 0.5784 -3.741 2.054 -2.662
C -0.4965 -2.8143 -1.7833 0.117 -1.178 -2.137
O -1.4410 -3.1919 -2.4199 1.186 0.660 1.167
H 0.4901 -3.3862 -1.7045 -0.951 -0.156 -0.063
C 1.4319 1.2109 2.2082 -0.104 -0.145 0.016
S 0.6100 1.1845 0.6065 0.344 0.437 0.094
C -0.8279 2.1975 0.9706 -0.041 0.110 0.335
O 1.4544 1.9050 -0.3818 -0.172 -0.525 -0.016
H 0.6485 1.2485 2.9778 0.448 -0.014 -0.078
H 2.1082 2.0734 2.2280 -0.293 -0.067 0.065
H 2.0149 0.2894 2.2989 -0.043 0.195 0.054
H -0.6753 2.6218 1.9661 -0.380 0.044 -0.201
H -0.8864 2.9940 0.2296 0.114 -0.122 -0.061
H -1.7236 1.5720 0.9143 0.083 0.235 0.160
```
Positions in Å, forces in eV/Å.

Computed properties:
Highest occupied orbital energy (alpha / beta) in Ha: -0.4770 / -0.4710
Energy relative to the best compared isomer or geometry (same formula, charge and spin) in kJ/mol: 394.30
HOMO-LUMO gap (alpha / beta) in eV: 6.206 / 5.800
Total charge: +1

***

The following is a DFT calculation (ωB97M-V/def2-TZVPD) of 2 unconnected molecules or ions with the total composition H4N3O.

```
8
Properties=species:S:1:pos:R:3:forces:R:3
N 1.0353 -1.8307 -0.3486 -3.732 -1.954 -1.669
N -0.1683 -2.1208 -0.7581 3.314 1.077 1.427
N -0.2287 1.2179 -0.2310 0.752 0.150 -0.614
O -0.4790 1.7883 1.1090 0.054 1.418 0.905
H -0.9312 1.1311 1.5904 -0.708 -1.246 0.603
H 1.2374 -0.8504 -0.1311 -1.250 0.987 -0.047
H -0.8792 -1.3302 -0.7881 1.572 0.233 0.305
H 0.4138 1.9949 -0.4425 -0.002 -0.665 -0.909
```
Positions in Å, forces in eV/Å.

Computed properties:
Highest occupied orbital energy in Ha: -0.0328
Energy relative to the best compared isomer or geometry (same formula, charge and spin) in kJ/mol: 329.32
HOMO-LUMO gap in eV: 5.572
Total charge: -1

***

The following is a DFT calculation (ωB97M-V/def2-TZVPD) of 2 unconnected molecules or ions with the total composition C6H15NO.

```
23
Properties=species:S:1:pos:R:3:forces:R:3
C -1.3189 -1.2130 -0.6969 -0.080 0.581 -0.114
C -0.2069 -0.8004 -1.6638 0.199 0.268 -0.367
C 0.8446 0.0620 -1.0145 0.188 0.029 0.392
C 0.5989 1.3273 -0.6832 -0.228 -0.016 -0.146
N -0.5855 2.0325 -0.9602 0.172 -0.227 0.390
C 2.1996 -0.5383 -0.7164 -0.234 -0.490 0.246
C 2.1731 -1.8382 0.1573 0.284 0.582 -0.473
H -0.9078 -1.4283 0.2827 0.054 -0.263 0.120
H -1.9980 -0.3687 -0.5470 -0.034 -0.167 -0.030
H -1.8758 -2.0686 -1.0657 -0.123 -0.086 0.002
H 0.2696 -1.6699 -2.1050 0.130 -0.305 0.047
H -0.6194 -0.2620 -2.5300 -0.158 -0.109 0.144
H 1.3418 1.8817 -0.1332 0.171 0.175 0.117
H -0.5696 2.9807 -0.6277 -0.109 0.069 -0.326
H -0.9664 1.9104 -1.8850 -0.038 0.120 0.039
H 2.6565 -0.7565 -1.6849 0.264 -0.049 0.080
H 2.8257 0.1852 -0.1965 0.010 0.228 -0.226
H 2.8024 -1.7249 1.0393 -0.033 0.109 0.052
H 2.5863 -2.6877 -0.3908 -0.364 -0.070 0.049
H 1.1616 -2.0188 0.5005 -0.070 -0.377 0.002
O -3.5291 1.9614 4.9674 -0.193 -0.271 -0.139
H -3.9845 2.6161 4.4256 0.246 0.032 0.231
H -2.8981 2.4178 5.5278 -0.054 0.237 -0.090
```
Positions in Å, forces in eV/Å.

Computed properties:
Highest occupied orbital energy in Ha: -0.2839
Energy relative to the best compared isomer or geometry (same formula, charge and spin) in kJ/mol: 143.92
HOMO-LUMO gap in eV: 8.644
SMILES: CCC(=CN)CC.O

***

The following is a DFT calculation (ωB97M-V/def2-TZVPD) of a molecular structure, C3HNO.

```
6
Properties=species:S:1:pos:R:3:forces:R:3
C -0.9914 1.4050 -0.7444 -0.385 2.493 -1.914
C -1.1988 1.3988 0.5032 -0.952 0.972 0.626
C 0.0392 0.5208 -0.7580 -0.098 -6.496 5.280
N 0.3169 -0.4416 -0.0549 -2.485 10.068 -7.608
O 0.5139 -1.4212 0.6481 -6.440 -3.937 4.548
H 1.3202 -1.4618 0.4061 10.360 -3.100 -0.932
```
Positions in Å, forces in eV/Å.

Computed properties:
Highest occupied orbital energy in Ha: -0.3494
Energy relative to the best compared isomer or geometry (same formula, charge and spin) in kJ/mol: 892.97
HOMO-LUMO gap in eV: 8.806

***

no.,strongest force on any atom (eV Å⁻¹)
1,6.5
2,2.3
3,3.1
4,6.9
5,4.5
6,0.8
7,12.9